Record 1
88
Properties=species:S:1:pos:R:3 method="wB97M-V/def2-TZVPD" homo_ev=-4.90 gap_ev=7.6 molar_mass_g_mol=527.699 relative_energy_kcal_mol=206.3 total_charge=-1 spin_multiplicity=1
C 0.3119 0.9626 6.1709
C 0.0821 -0.3429 6.1042
C -0.0828 -1.9241 5.8711
C 0.1456 -2.2373 4.3031
C -0.9469 -1.4956 3.3209
Al -0.4325 -2.0150 1.4104
C -0.3665 -4.0809 1.3499
C 1.1575 -4.4878 0.9901
C 1.2042 -5.8761 0.1218
C 2.1177 -4.7235 2.2701
O 1.2495 -1.2081 1.0616
C 1.2110 -0.6084 -0.2738
C 2.0405 0.7700 -0.3282
C 1.2817 2.0685 0.2561
C 0.2851 1.7887 1.4915
C -0.6408 3.0385 1.9348
C -0.4906 4.3667 1.0358
O -1.6551 5.2233 1.3689
C -1.3901 6.6086 1.0289
C -0.8640 6.8576 -0.4767
C -0.1877 -0.7731 -1.0816
C -0.1295 -2.1959 -1.9047
C -1.4064 -2.4485 -2.8621
C -2.7305 -2.9990 -2.0912
C -4.0190 -2.0188 -2.2185
O -3.9522 -0.8596 -1.3018
C -5.2268 -0.6862 -0.6305
O -5.4313 -1.2461 0.5119
C -0.8953 0.4980 -1.7733
O -0.0501 1.2959 -2.6524
C 0.4715 0.5353 -3.7698
C 1.2739 1.6200 -4.7139
O 1.8614 2.5855 -3.7601
C 3.3062 2.4228 -3.7027
C 3.9890 3.1669 -2.4474
O -1.1878 -1.1244 -0.0446
H 0.4613 2.0779 5.9470
H 0.7992 -2.4391 6.4411
H -1.0593 -2.3494 6.3006
H 0.1659 -3.3648 4.0376
H 1.1866 -1.7942 4.0226
H -0.9650 -0.3577 3.5122
H -1.9789 -1.9402 3.6418
H -1.0827 -4.4187 0.4954
H -0.7011 -4.5810 2.3424
H 1.6324 -3.6755 0.3023
H 2.2400 -5.9824 -0.3992
H 1.0439 -6.7735 0.8330
H 0.4068 -5.8608 -0.7300
H 1.8878 -5.6874 2.8625
H 2.1147 -3.8534 3.0317
H 3.2047 -4.7939 1.8465
H 1.9221 -1.3361 -0.8611
H 3.0373 0.5990 0.2562
H 2.3639 0.9186 -1.4410
H 0.8157 2.6245 -0.6373
H 2.1178 2.7784 0.6659
H -0.4055 0.8766 1.3673
H 0.9655 1.5442 2.4105
H -1.7537 2.6964 1.8283
H -0.5318 3.3460 3.0515
H -0.6170 4.1373 -0.1023
H 0.4829 4.9321 1.2753
H -0.7066 7.1084 1.8246
H -2.4150 7.1646 1.1128
H 0.2865 6.8528 -0.5368
H -1.2769 6.0811 -1.2424
H -1.2184 7.8927 -0.8835
H 0.0735 -3.0999 -1.2229
H 0.7963 -2.1252 -2.6190
H -1.6639 -1.5542 -3.5583
H -1.0952 -3.3107 -3.5900
H -3.0881 -4.0344 -2.4997
H -2.5363 -3.1215 -0.9554
H -4.9292 -2.6503 -1.8434
H -4.2522 -1.6850 -3.2951
H -6.1115 -0.0892 -1.0669
H -1.8604 0.2429 -2.3684
H -1.2473 1.2064 -0.9143
H 1.3175 -0.1440 -3.3310
H -0.3163 -0.0528 -4.3663
H 0.5419 2.2025 -5.4075
H 2.0949 1.0743 -5.3354
H 3.5908 1.3026 -3.6473
H 3.7907 2.8773 -4.6668
H 3.6542 2.7826 -1.4148
H 3.8073 4.3212 -2.4289
H 5.1422 3.0318 -2.4874

Record 2
163
Properties=species:S:1:pos:R:3 method="wB97M-V/def2-TZVPD" homo_ev=-8.28 gap_ev=4.5 molar_mass_g_mol=1648.612 total_charge=+1 spin_multiplicity=1
C 7.0981 18.5413 20.1632
N 8.3366 19.3247 20.3055
C 8.4187 20.6475 19.9418
C 9.4500 21.4061 20.4233
C 10.4734 20.7873 21.1097
C 10.5000 19.4292 21.3216
C 9.3608 18.7496 20.9414
C 11.6554 21.6344 21.3243
C 11.4755 22.6746 22.2402
C 12.4286 23.6477 22.2878
N 13.6028 23.4762 21.6150
C 13.8364 22.4056 20.8461
C 12.8541 21.4444 20.5885
C 14.5785 24.5951 21.5767
H 6.4952 18.7666 21.0026
H 7.3495 17.5082 20.1297
H 6.5849 18.8362 19.2059
H 7.5178 20.9209 19.3511
H 9.5725 22.4323 20.0804
H 11.2993 18.8784 21.7914
H 9.2929 17.7226 21.1286
H 10.5125 22.7752 22.7226
H 12.4317 24.5678 22.8994
H 14.8467 22.4348 20.4089
H 13.1012 20.5618 20.0455
H 14.3397 25.3931 22.3036
H 14.4689 25.1136 20.6318
H 15.6441 24.2640 21.7353
C 20.0343 33.4002 24.7219
N 18.8015 33.0525 23.9936
C 18.6329 33.6093 22.7930
C 17.5668 33.2167 21.9972
C 16.6567 32.2065 22.4173
C 16.8089 31.7304 23.7254
C 17.8879 32.0874 24.4889
C 15.5795 31.7314 21.5370
C 15.5230 30.3571 21.3808
C 14.5148 29.7792 20.6719
N 13.5540 30.6545 20.1981
C 13.6663 31.9566 20.1762
C 14.6824 32.5788 20.8738
C 12.2268 30.1042 19.8117
H 20.2816 32.5970 25.4079
H 19.8513 34.3072 25.3398
H 20.8092 33.5769 23.9981
H 19.2241 34.4544 22.5130
H 17.4770 33.6962 20.9954
H 16.1846 30.8813 24.0904
H 18.1406 31.6646 25.4441
H 16.3236 29.7091 21.6820
H 14.3058 28.7457 20.4488
H 12.9229 32.4926 19.5988
H 14.7717 33.6254 20.8711
H 12.3702 29.0820 19.4451
H 11.7198 30.6330 19.0686
H 11.6483 30.2901 20.7288
C 17.5309 20.2160 20.2338
N 17.8481 19.8370 18.8615
C 19.1028 19.7410 18.4680
C 19.3660 19.2844 17.2034
C 18.3342 18.8145 16.4148
C 17.0476 18.9205 16.8381
C 16.8156 19.4617 18.0462
C 18.7315 18.1846 15.1177
C 18.7437 19.0014 13.9862
C 18.9471 18.3937 12.7370
N 19.5705 17.2145 12.6468
C 19.6139 16.4202 13.7335
C 19.2037 16.8377 14.9814
C 19.9374 16.6577 11.2900
H 18.1091 19.6005 20.8951
H 16.4619 19.9734 20.5195
H 17.7210 21.3100 20.3305
H 19.7613 20.0719 19.2121
H 20.3656 19.1187 16.8636
H 16.1398 18.5835 16.2490
H 15.8402 19.5538 18.5450
H 18.5307 20.0441 14.0217
H 18.8268 18.9145 11.7970
H 20.0933 15.4961 13.5624
H 19.4072 16.2084 15.8185
H 20.9814 16.6913 11.2009
H 19.4663 17.1865 10.4922
H 19.5438 15.6631 11.2528
C 15.9449 28.4659 15.1535
N 15.6609 27.0900 14.9245
C 14.5959 26.6283 15.6309
C 14.1965 25.3573 15.4376
C 14.8311 24.3951 14.6070
C 15.7496 24.9042 13.7855
C 16.2438 26.3357 13.8816
C 14.2949 23.0321 14.6247
C 14.0170 22.4063 13.3816
C 13.4905 21.1708 13.4886
N 13.2068 20.5657 14.6703
C 13.4387 21.2210 15.8200
C 14.1400 22.4106 15.8738
C 12.7092 19.0938 14.7113
H 15.9088 29.0783 14.2298
H 16.9204 28.6199 15.5728
H 15.1140 28.8108 15.7887
H 14.0823 27.3415 16.2579
H 13.3913 25.1329 16.1119
H 16.2136 24.4130 12.9870
H 17.3359 26.3071 13.8742
H 14.3195 22.8555 12.4466
H 13.4931 20.5727 12.5990
H 13.1217 20.6611 16.7155
H 14.4298 22.9673 16.7380
H 11.6084 19.0530 14.6724
H 13.2768 18.6472 15.5178
H 13.0638 18.5897 13.8071
N 15.0583 16.2191 10.6435
S 16.0936 16.3918 11.7137
O 16.9533 15.1989 11.8062
O 15.7449 17.0370 12.9944
F 17.2061 17.4408 11.1931
S 13.9792 17.2109 10.2383
O 14.5115 18.2224 9.3721
O 13.1473 17.5699 11.3197
F 13.1624 16.3034 9.1725
N 9.7321 22.3826 17.5413
S 10.4681 23.7962 17.5279
O 10.1206 24.5909 18.7057
O 10.8191 24.3264 16.2278
F 11.9596 23.2899 17.9275
S 9.8898 21.4385 16.3144
O 10.8557 21.7400 15.3514
O 8.6463 20.9599 15.9231
F 10.5232 20.1294 17.0007
N 19.6049 22.3988 17.8563
S 19.7071 23.3219 19.0849
O 21.0691 23.4902 19.5334
O 18.5455 23.0712 19.9778
F 19.2782 24.8261 18.5723
S 20.1583 22.9174 16.4155
O 20.5243 21.6885 15.7064
O 21.1349 23.9638 16.4725
F 18.6687 23.3995 15.8607
N 18.4166 31.1636 18.0601
S 17.0268 31.7200 17.7420
O 16.7583 31.8489 16.3279
O 16.7577 32.9087 18.5694
F 16.0700 30.6877 18.2374
S 18.7823 30.4411 19.3817
O 19.2876 29.0961 19.3507
O 17.8794 30.6624 20.5286
F 20.0888 31.2619 19.7408
O 13.8573 27.2083 12.6390
C 14.9873 27.1717 11.8989
O 16.0941 26.8469 12.4656
O 15.0236 27.4754 10.7390
H 13.1148 27.6106 12.1765
O 13.3835 17.4027 17.9922
C 13.0901 18.3620 18.9523
O 13.8631 19.3153 19.0554
O 12.1695 18.1003 19.7374
H 12.6329 16.7472 17.9800
O 15.9411 26.7127 18.0070
C 15.1505 27.3736 18.9168
O 15.1781 26.9515 20.0722
O 14.4038 28.2530 18.4184
H 16.6595 26.2820 18.5135

Record 3
15
Properties=species:S:1:pos:R:3 method="wB97M-V/def2-TZVPD" homo_ev=-9.18 gap_ev=8.8 molar_mass_g_mol=92.141 relative_energy_kcal_mol=153.7 total_charge=0 spin_multiplicity=1
C -0.4059 1.0824 0.1649
C -0.3747 2.3507 -0.0495
C -1.3290 -0.0881 0.0522
C -2.5881 -0.2649 -0.2613
C 0.0272 -1.0298 0.4956
C 0.8670 0.2728 0.6545
C 1.8532 0.3295 -0.5411
H -2.8369 -1.3202 -0.3792
H -3.2585 0.4941 -0.3968
H -0.0798 -1.5967 1.3026
H 0.5080 -1.6584 -0.2559
H 1.1429 0.5040 1.5952
H 1.8749 1.2452 -1.0500
H 1.7525 -0.4867 -1.2777
H 2.8472 0.1660 -0.0535

Record 4
56
Properties=species:S:1:pos:R:3 method="wB97M-V/def2-TZVPD" homo_ev="-14.84 / -14.62" gap_ev="3.4 / 3.3" molar_mass_g_mol=797.467 total_charge=+2 spin_multiplicity=1
Tl -0.9386 -0.4466 -1.2990
C 4.2521 -2.6916 -1.5620
C 3.0487 -2.6121 -0.5548
C 3.3064 -3.2852 0.7662
C 2.6847 -1.1695 -0.2984
C 3.3437 0.0059 -0.9178
C 2.5919 1.0662 -0.3959
N 1.6040 0.5295 0.3941
N 1.7651 -0.7894 0.5436
B 0.6849 1.3911 1.2605
N 0.0321 2.4997 0.3718
C 0.5424 3.7637 0.2514
C 0.1077 4.3446 -0.9408
C -0.8603 3.3955 -1.4135
N -0.8398 2.2945 -0.6791
C -1.7572 3.4864 -2.6573
C -1.8313 4.8800 -3.3498
C -3.1840 3.0148 -2.3512
N -0.3480 0.4926 1.8893
C -0.9961 0.6583 3.1064
C -1.5399 -0.5799 3.4523
C -1.2000 -1.4326 2.3416
N -0.4919 -0.8328 1.4232
C -1.7282 -2.7789 1.9448
C -2.1925 -3.5987 3.1588
C -0.6629 -3.5510 1.1161
H 4.5490 -3.7687 -1.7276
H 3.9189 -2.2920 -2.5289
H 5.0489 -2.0963 -1.1559
H 2.2064 -3.1476 -0.9988
H 4.1888 -2.9107 1.3104
H 2.4752 -3.0294 1.4269
H 3.3264 -4.4078 0.6951
H 4.1311 0.0496 -1.7116
H 2.8648 2.1216 -0.4747
H 1.2560 2.1470 2.0695
H 1.3037 4.0926 1.0287
H 0.3381 5.3606 -1.4083
H -1.3109 2.7798 -3.3877
H -2.3079 5.6422 -2.7474
H -0.8328 5.2507 -3.5863
H -2.5010 4.7615 -4.2150
H -3.7738 3.7301 -1.7622
H -3.6999 2.9177 -3.3616
H -3.2608 1.9816 -1.9149
H -0.9959 1.6205 3.6133
H -2.2123 -0.8388 4.2436
H -2.5583 -2.6607 1.2882
H -1.3700 -3.6971 3.9163
H -3.0803 -3.1677 3.6708
H -2.4643 -4.7059 2.8865
H -0.7648 -4.6490 1.2457
H -0.7882 -3.2969 0.0748
H 0.3442 -3.2897 1.4344
I -3.5257 -2.3352 -1.7857
I -5.8976 -0.2167 -1.7383

Record 5
10
Properties=species:S:1:pos:R:3 method="wB97M-V/def2-TZVPD" homo_ev=-8.71 gap_ev=9.4 molar_mass_g_mol=80.090 smiles="[H]/N=C1/C[C@H]1C#N" relative_energy_kcal_mol=74.6 total_charge=0 spin_multiplicity=1
H -1.1345 -2.3195 0.7262
N -0.6123 -1.5980 1.2092
C -0.3112 -0.5357 0.7090
C 0.3316 0.8028 0.6746
C -0.2879 0.6155 -0.7260
C 0.6284 0.0782 -1.6616
N 1.2994 -0.4497 -2.4484
H -0.1414 1.3640 1.4641
H 1.3859 0.9500 0.9717
H -1.1580 1.0923 -0.9188

Please write out number 1 again, unchanged.
88
Properties=species:S:1:pos:R:3 method="wB97M-V/def2-TZVPD" homo_ev=-4.90 gap_ev=7.6 molar_mass_g_mol=527.699 relative_energy_kcal_mol=206.3 total_charge=-1 spin_multiplicity=1
C 0.3119 0.9626 6.1709
C 0.0821 -0.3429 6.1042
C -0.0828 -1.9241 5.8711
C 0.1456 -2.2373 4.3031
C -0.9469 -1.4956 3.3209
Al -0.4325 -2.0150 1.4104
C -0.3665 -4.0809 1.3499
C 1.1575 -4.4878 0.9901
C 1.2042 -5.8761 0.1218
C 2.1177 -4.7235 2.2701
O 1.2495 -1.2081 1.0616
C 1.2110 -0.6084 -0.2738
C 2.0405 0.7700 -0.3282
C 1.2817 2.0685 0.2561
C 0.2851 1.7887 1.4915
C -0.6408 3.0385 1.9348
C -0.4906 4.3667 1.0358
O -1.6551 5.2233 1.3689
C -1.3901 6.6086 1.0289
C -0.8640 6.8576 -0.4767
C -0.1877 -0.7731 -1.0816
C -0.1295 -2.1959 -1.9047
C -1.4064 -2.4485 -2.8621
C -2.7305 -2.9990 -2.0912
C -4.0190 -2.0188 -2.2185
O -3.9522 -0.8596 -1.3018
C -5.2268 -0.6862 -0.6305
O -5.4313 -1.2461 0.5119
C -0.8953 0.4980 -1.7733
O -0.0501 1.2959 -2.6524
C 0.4715 0.5353 -3.7698
C 1.2739 1.6200 -4.7139
O 1.8614 2.5855 -3.7601
C 3.3062 2.4228 -3.7027
C 3.9890 3.1669 -2.4474
O -1.1878 -1.1244 -0.0446
H 0.4613 2.0779 5.9470
H 0.7992 -2.4391 6.4411
H -1.0593 -2.3494 6.3006
H 0.1659 -3.3648 4.0376
H 1.1866 -1.7942 4.0226
H -0.9650 -0.3577 3.5122
H -1.9789 -1.9402 3.6418
H -1.0827 -4.4187 0.4954
H -0.7011 -4.5810 2.3424
H 1.6324 -3.6755 0.3023
H 2.2400 -5.9824 -0.3992
H 1.0439 -6.7735 0.8330
H 0.4068 -5.8608 -0.7300
H 1.8878 -5.6874 2.8625
H 2.1147 -3.8534 3.0317
H 3.2047 -4.7939 1.8465
H 1.9221 -1.3361 -0.8611
H 3.0373 0.5990 0.2562
H 2.3639 0.9186 -1.4410
H 0.8157 2.6245 -0.6373
H 2.1178 2.7784 0.6659
H -0.4055 0.8766 1.3673
H 0.9655 1.5442 2.4105
H -1.7537 2.6964 1.8283
H -0.5318 3.3460 3.0515
H -0.6170 4.1373 -0.1023
H 0.4829 4.9321 1.2753
H -0.7066 7.1084 1.8246
H -2.4150 7.1646 1.1128
H 0.2865 6.8528 -0.5368
H -1.2769 6.0811 -1.2424
H -1.2184 7.8927 -0.8835
H 0.0735 -3.0999 -1.2229
H 0.7963 -2.1252 -2.6190
H -1.6639 -1.5542 -3.5583
H -1.0952 -3.3107 -3.5900
H -3.0881 -4.0344 -2.4997
H -2.5363 -3.1215 -0.9554
H -4.9292 -2.6503 -1.8434
H -4.2522 -1.6850 -3.2951
H -6.1115 -0.0892 -1.0669
H -1.8604 0.2429 -2.3684
H -1.2473 1.2064 -0.9143
H 1.3175 -0.1440 -3.3310
H -0.3163 -0.0528 -4.3663
H 0.5419 2.2025 -5.4075
H 2.0949 1.0743 -5.3354
H 3.5908 1.3026 -3.6473
H 3.7907 2.8773 -4.6668
H 3.6542 2.7826 -1.4148
H 3.8073 4.3212 -2.4289
H 5.1422 3.0318 -2.4874